# 1
Formula: C30H43Cl2IrN3OPS
Source: the OMol25 dataset
Level of theory: ωB97M-V with the def2-TZVPD basis set

The calculation puts the LUMO energy (spin up / spin down) at -0.36371 / -0.41352 Ha. As for the total energy: -3171.841319 hartree. Its charge is +3. The HOMO-LUMO gap (spin up / spin down) comes out at 0.25799 / 0.22608 Ha. The spin multiplicity is 2. The calculation puts the largest force on an atom at 1.174 eV/A. The value obtained for the HOMO energy (spin up / spin down) is -16.92 / -17.40 eV.

```
82
C30H43Cl2IrN3OPS | the OMol25 dataset | ωB97M-V with the def2-TZVPD basis set
Ir 1.55 0.46 -0.47
Cl 3.77 -0.07 3.92
C 3.40 1.40 3.19
C 3.74 2.62 3.74
C 3.43 3.82 3.11
Cl 3.89 5.26 3.83
C 2.72 3.85 1.84
C 2.39 5.02 1.13
C 1.74 4.89 -0.07
C 1.40 3.63 -0.56
N 1.70 2.52 0.10
C 2.36 2.63 1.28
C 2.70 1.37 1.93
O 2.36 0.27 1.38
H 4.27 2.65 4.69
H 2.65 5.99 1.52
H 1.47 5.77 -0.65
H 0.87 3.52 -1.50
C -2.96 2.22 2.70
C -2.00 1.27 3.43
C -0.86 0.79 2.51
C -1.42 0.60 1.09
C -1.71 2.00 0.50
C -2.24 2.97 1.58
P -0.42 -0.47 0.02
C -0.50 -2.22 0.54
C -2.00 -2.61 0.69
C -2.39 -2.73 2.16
C -1.59 -3.86 2.84
C -0.17 -3.98 2.27
C 0.34 -2.63 1.77
C -0.98 -0.39 -1.72
C -0.14 0.76 -2.32
C -0.22 0.83 -3.87
C -1.56 0.24 -4.35
C -2.68 0.53 -3.36
C -2.48 -0.24 -2.05
H -3.39 2.93 3.40
H -3.80 1.67 2.28
H -2.55 0.40 3.80
H -1.57 1.75 4.31
H -0.41 -0.11 2.92
H -0.07 1.54 2.47
H -2.37 0.05 1.16
H -2.44 1.92 -0.31
H -0.80 2.42 0.08
H -2.89 3.71 1.12
H -1.40 3.53 2.02
H -0.08 -2.74 -0.32
H -2.14 -3.58 0.20
H -2.66 -1.92 0.16
H -3.46 -2.91 2.25
H -2.20 -1.78 2.67
H -2.12 -4.80 2.70
H -1.56 -3.68 3.91
H -0.14 -4.69 1.45
H 0.51 -4.37 3.03
H 1.39 -2.68 1.49
H 0.26 -1.90 2.57
H -0.61 -1.32 -2.16
H 1.02 0.63 -2.18
H -0.45 1.71 -1.90
H 0.62 0.34 -4.36
H -0.15 1.88 -4.16
H -1.47 -0.84 -4.49
H -1.79 0.66 -5.33
H -3.64 0.27 -3.78
H -2.72 1.61 -3.16
H -2.91 -1.24 -2.14
H -3.02 0.24 -1.24
S 2.59 -1.61 -0.83
C 2.38 -2.43 -2.34
N 2.92 -3.62 -2.49
C 2.75 -4.15 -3.86
C 1.96 -3.02 -4.55
N 1.76 -2.05 -3.45
H 3.42 -4.10 -1.76
H 2.19 -5.08 -3.82
H 3.71 -4.33 -4.32
H 1.00 -3.35 -4.94
H 2.53 -2.56 -5.35
H 1.42 -1.12 -3.59
```

Listed below, in e, are the Mulliken charges computed for each atom:
1. Ir 2.178
2. Cl -0.077
3. C 0.163
4. C -0.563
5. C 0.787
6. Cl -0.097
7. C 0.009
8. C -0.719
9. C -1.085
10. C -0.003
11. N -0.598
12. C 0.705
13. C -0.175
14. O -0.528
15. H 0.521
16. H 0.491
17. H 0.490
18. H 0.486
19. C -0.812
20. C -0.833
21. C -0.469
22. C 0.573
23. C -0.297
24. C -0.849
25. P -2.405
26. C 1.113
27. C -0.966
28. C -0.086
29. C -0.942
30. C -0.985
31. C -0.301
32. C 0.214
33. C -0.661
34. C -1.397
35. C -0.597
36. C -0.960
37. C -1.006
38. H 0.513
39. H 0.303
40. H 0.260
41. H 0.481
42. H -0.164
43. H 0.182
44. H 1.297
45. H 0.492
46. H -0.573
47. H 0.542
48. H 0.296
49. H 0.550
50. H 0.572
51. H 0.389
52. H 0.618
53. H -0.338
54. H 0.338
55. H 0.389
56. H 0.340
57. H 0.473
58. H 0.422
59. H 0.041
60. H 0.751
61. H 0.189
62. H 0.586
63. H 0.459
64. H 0.376
65. H 0.301
66. H 0.514
67. H 0.566
68. H 0.300
69. H 0.521
70. H 0.287
71. S -0.539
72. C 0.688
73. N -0.180
74. C -0.546
75. C -0.559
76. N 0.090
77. H 0.212
78. H 0.326
79. H 0.324
80. H 0.348
81. H 0.354
82. H -0.115

# 2
Formula: C19H44BN2O3P
Source: the OMol25 dataset
Level of theory: ωB97M-V with the def2-TZVPD basis set

The calculation puts the LUMO energy at 0.02388 Ha. As for the total energy: -1451.812239 hartree. The HOMO-LUMO gap comes out at 0.32827 Ha. The calculation puts the largest force on an atom at 1.583 eV/A. The value obtained for the HOMO energy is -8.28 eV. As for the SMILES: CCCCCCCCCCCPB(O)CC.CNC(C)=O.CNC(C)=O.

```
70
C19H44BN2O3P | the OMol25 dataset | ωB97M-V with the def2-TZVPD basis set
C 5.37 0.05 -1.32
C 4.09 0.11 -0.50
C 3.03 -0.89 -0.97
C 2.71 -0.73 -2.46
C 1.22 -0.86 -2.84
C 0.43 -1.83 -1.97
C -0.45 -1.19 -0.86
C -1.92 -1.10 -1.25
C -2.17 0.08 -2.23
C -3.58 0.64 -2.06
C -3.76 2.15 -2.26
P -3.05 3.20 -0.92
B -1.23 3.62 -1.16
O -0.48 3.82 0.01
C -0.51 3.77 -2.56
C 1.01 3.69 -2.41
H 5.52 -0.98 -1.63
H 5.35 0.68 -2.20
H 6.21 0.31 -0.69
H 4.35 -0.18 0.52
H 3.67 1.11 -0.44
H 2.16 -0.79 -0.34
H 3.46 -1.88 -0.82
H 3.25 -1.49 -3.02
H 3.08 0.21 -2.84
H 0.78 0.12 -2.88
H 1.18 -1.24 -3.86
H 1.09 -2.54 -1.49
H -0.22 -2.43 -2.60
H -0.07 -0.21 -0.60
H -0.36 -1.82 0.02
H -2.51 -0.94 -0.37
H -2.20 -2.01 -1.77
H -2.09 -0.28 -3.26
H -1.39 0.81 -2.06
H -4.01 0.38 -1.10
H -4.20 0.15 -2.80
H -4.83 2.34 -2.25
H -3.43 2.50 -3.24
H -3.09 2.35 0.21
H -0.19 2.93 0.27
H -0.77 4.71 -3.04
H -0.81 2.98 -3.24
H 1.30 2.75 -1.96
H 1.47 3.71 -3.39
H 1.39 4.50 -1.81
C -0.96 -5.21 2.46
N -1.50 -4.04 1.80
C -2.15 -2.98 2.36
C -2.36 -3.00 3.85
O -2.54 -2.06 1.66
H 0.12 -5.27 2.29
H -1.43 -6.11 2.06
H -1.14 -5.17 3.53
H -1.39 -3.96 0.80
H -2.89 -2.10 4.14
H -2.96 -3.86 4.15
H -1.40 -3.02 4.37
C -0.58 2.50 3.88
N -0.25 1.19 4.43
C 0.80 0.38 4.12
C 1.77 0.88 3.07
O 0.93 -0.70 4.67
H -0.61 3.24 4.68
H -1.56 2.45 3.40
H 0.15 2.80 3.14
H -0.87 0.80 5.12
H 2.54 0.13 2.94
H 1.26 1.04 2.12
H 2.23 1.81 3.39
```

Listed below, in e, are the Mulliken charges computed for each atom:
1. C -1.286
2. C -0.478
3. C -0.128
4. C -0.695
5. C -0.440
6. C -1.216
7. C -0.280
8. C -1.025
9. C 0.458
10. C -0.828
11. C -0.846
12. P -0.259
13. B 0.478
14. O -0.580
15. C -0.505
16. C -0.899
17. H 0.302
18. H 0.324
19. H 0.417
20. H 0.280
21. H 0.263
22. H 0.012
23. H 0.267
24. H 0.333
25. H 0.399
26. H 0.050
27. H 0.344
28. H 0.507
29. H 0.611
30. H 0.123
31. H 0.400
32. H 0.501
33. H 0.206
34. H 0.311
35. H -0.407
36. H 0.357
37. H 0.353
38. H 0.508
39. H 0.419
40. H -0.060
41. H 0.225
42. H 0.433
43. H 0.269
44. H 0.033
45. H 0.399
46. H 0.311
47. C -0.931
48. N -0.088
49. C 0.892
50. C -1.491
51. O -0.593
52. H 0.290
53. H 0.302
54. H 0.347
55. H 0.206
56. H 0.284
57. H 0.431
58. H 0.378
59. C -0.771
60. N -0.143
61. C 0.749
62. C -0.988
63. O -0.671
64. H 0.279
65. H 0.265
66. H 0.262
67. H 0.223
68. H 0.257
69. H 0.110
70. H 0.439

# 3
Formula: C4H8FNO2
Source: the OMol25 dataset
Level of theory: ωB97M-V with the def2-TZVPD basis set

The calculation puts the LUMO energy (spin up / spin down) at 0.01956 / 0.01956 Ha. As for the total energy: -462.113094 hartree. The HOMO-LUMO gap (spin up / spin down) comes out at 0.34903 / 0.34905 Ha. The calculation puts the largest force on an atom at 5.894 eV/A. The value obtained for the HOMO energy (spin up / spin down) is -8.97 / -8.97 eV.

```
16
C4H8FNO2 | the OMol25 dataset | ωB97M-V with the def2-TZVPD basis set
C -1.10 -0.25 -0.16
C 2.59 0.27 0.17
C 0.12 0.33 -0.52
C 1.23 -0.40 0.25
N -3.01 0.63 -0.49
O -1.45 -1.25 0.39
O -3.61 -0.50 -0.39
F -3.13 1.29 0.87
H 3.26 -0.31 0.75
H 2.44 1.27 0.67
H 2.89 0.40 -0.90
H 0.11 0.19 -1.59
H 0.35 1.42 -0.45
H 1.28 -1.44 -0.12
H 1.03 -0.42 1.30
H -2.99 -1.24 0.21
```

Listed below, in e, are the Mulliken charges computed for each atom:
1. C 0.421
2. C -1.283
3. C -0.341
4. C -0.312
5. N -0.069
6. O -0.516
7. O -0.306
8. F -0.293
9. H 0.387
10. H 0.314
11. H 0.311
12. H 0.251
13. H 0.340
14. H 0.336
15. H 0.356
16. H 0.404